(1)
The following is a DFT calculation (wB97M-V/def2-TZVPD) of a molecular structure, C8H15N5 in a non-equilibrium geometry.

Computed properties:
**Multiplicity**: 1
**Relative energy (zero: lowest compared OMol25 entry of this formula, charge and spin)**: 7.547 eV
**Total charge**: +2

Atoms and positions in Å:
C  0.606  4.145  0.255
C  1.595  3.358  0.824
C  -0.506  3.625  -0.400
C  1.396  1.999  0.725
C  -0.727  2.241  -0.435
C  0.321  1.442  0.031
C  0.299  0.033  0.002
C  0.605  -2.326  0.212
N  -0.309  -0.498  -1.738
N  -0.804  -2.774  0.276
N  0.672  -0.979  0.722
N  -1.620  -1.016  -1.662
N  1.016  -0.979  2.052
H  0.734  5.162  0.078
H  2.185  3.844  1.586
H  -1.239  4.409  -0.834
H  2.254  1.328  1.220
H  -0.105  0.354  -2.281
H  1.279  -2.842  0.793
H  0.966  -2.196  -0.870
H  -1.207  -2.444  1.255
H  -1.009  -3.703  -0.152
H  -1.346  -2.093  -0.568
H  -1.911  -1.509  -2.587
H  -2.409  -0.396  -1.483
H  1.153  -0.044  2.498
H  -1.412  1.661  -1.076
H  1.711  -1.605  2.289

(2)
The following is a DFT calculation (wB97M-V/def2-TZVPD) of a molecular structure, C11H10N2O4Y in a non-equilibrium geometry.

Computed properties:
**Multiplicity**: 1
**Relative energy (zero: lowest compared OMol25 entry of this formula, charge and spin)**: 1.128 eV
**Total charge**: +3

Atoms and positions in Å:
Y  0.022  0.052  -2.338
O  0.171  3.078  -0.343
C  0.150  2.087  -0.919
C  -0.116  -2.072  -1.044
O  -0.152  -3.128  -0.595
C  2.156  -0.059  -1.096
O  3.215  -0.107  -0.645
C  -2.141  0.123  -1.148
O  -3.213  0.175  -0.740
C  0.047  0.717  -4.619
H  -0.871  1.344  -4.658
H  1.018  1.260  -4.638
C  -0.018  -0.651  -4.688
H  0.894  -1.282  -4.762
H  -0.988  -1.185  -4.781
N  -0.012  -0.059  4.951
C  -0.009  -0.032  3.533
C  0.823  -0.914  2.787
C  0.799  -0.868  1.382
N  -0.001  0.013  0.766
C  -0.812  0.865  1.409
C  -0.849  0.863  2.813
H  0.573  -0.697  5.509
H  -0.610  0.564  5.534
H  1.465  -1.631  3.293
H  1.448  -1.592  0.828
H  -1.473  1.594  0.876
H  -1.516  1.545  3.334

(3)
The following is a DFT calculation (wB97M-V/def2-TZVPD) of a molecular structure, C13H10F5HfNS in a non-equilibrium geometry.

Computed properties:
**Multiplicity**: 1
**E**: -1501.6446 Eh

Atoms and positions in Å:
C  -0.388  0.843  -3.185
C  0.992  1.232  -3.121
C  1.148  2.133  -2.016
C  -0.132  2.258  -1.358
C  -1.076  1.447  -2.082
Hf  0.592  0.031  -1.010
N  -0.989  -1.118  -0.651
C  -0.413  -2.108  -1.644
C  1.017  -1.747  -2.098
H  2.026  2.737  -1.806
H  1.758  0.992  -3.856
H  -0.384  2.989  -0.589
H  -2.154  1.423  -1.907
H  -0.857  0.272  -3.989
H  1.108  -1.715  -3.186
H  -0.411  -3.121  -1.194
H  -1.883  -1.389  -0.236
H  1.755  -2.432  -1.665
H  -1.099  -2.224  -2.505
F  -1.712  -0.062  5.400
C  -0.930  -0.055  4.303
C  -0.562  1.157  3.715
F  -1.038  2.320  4.212
C  0.290  1.163  2.621
F  0.555  2.347  2.000
C  0.823  -0.031  2.093
S  2.127  0.003  0.898
C  0.393  -1.239  2.673
F  0.771  -2.418  2.114
C  -0.467  -1.257  3.763
F  -0.860  -2.430  4.302

(4)
The following is a DFT calculation (wB97M-V/def2-TZVPD) of a molecular structure, C11H19Cl3IrO2 in a non-equilibrium geometry.

Computed properties:
**Multiplicity**: 6
**Relative energy (zero: lowest compared OMol25 entry of this formula, charge and spin)**: 0.000 eV
**Total charge**: -2

Atoms and positions in Å:
C  -0.508  0.889  -1.324
C  -1.420  -0.184  -1.178
C  -0.708  -1.364  -0.706
C  -2.857  -0.179  -1.524
C  0.675  -0.957  -0.472
C  0.809  0.470  -0.912
C  2.013  1.162  -0.859
C  -0.892  2.245  -1.780
C  -1.163  -2.766  -0.893
C  1.854  -1.850  -0.382
Ir  -0.465  -0.541  1.236
Cl  -2.586  -1.242  2.014
Cl  -1.425  1.511  1.617
Cl  0.123  -2.513  2.250
H  -3.342  0.750  -1.205
H  -3.388  -1.015  -1.050
H  -2.986  -0.261  -2.615
H  -2.088  -2.945  -0.344
H  -0.392  -3.446  -0.530
H  -1.346  -2.949  -1.955
H  1.674  -2.702  0.275
H  2.679  -1.273  0.029
H  2.127  -2.196  -1.383
H  2.769  0.766  -0.182
H  1.919  2.519  -0.010
H  2.368  1.707  -1.742
H  -1.825  2.580  -1.307
H  -1.052  2.258  -2.866
H  -0.101  2.952  -1.524
O  1.949  3.350  0.556
H  2.791  3.268  1.038
C  0.942  0.384  3.622
O  1.066  0.237  2.214
H  0.882  1.471  3.810
H  1.865  -0.027  4.071
H  0.039  -0.112  4.013

(5)
The following is a DFT calculation (wB97M-V/def2-TZVPD) of 2 unconnected molecules or ions with the total composition C4H7N3O2 in a non-equilibrium geometry.

Computed properties:
**Multiplicity**: 1
**Relative energy (zero: lowest compared OMol25 entry of this formula, charge and spin)**: 6.499 eV
**Structure (SMILES)**: C=C(C)/N=[N+](\[O-])O.C#N

Atoms and positions in Å:
C  1.113  -1.852  1.566
C  0.488  -1.254  0.549
C  0.590  -1.645  -0.880
N  -0.281  -0.092  0.566
N  -0.404  0.739  1.503
O  0.023  0.735  2.634
O  -1.052  1.884  1.181
H  1.076  -1.563  2.603
H  1.387  -2.850  1.564
H  0.915  -2.628  -1.036
H  1.132  -0.990  -1.624
H  -0.419  -1.773  -1.357
H  -1.448  1.855  0.329
C  -1.129  3.157  -2.584
N  -1.223  2.364  -1.747
H  -0.767  3.912  -3.265

(6)
The following is a DFT calculation (wB97M-V/def2-TZVPD) of 2 unconnected molecules or ions with the total composition C10H17N in a non-equilibrium geometry.

Computed properties:
**Multiplicity**: 1
**Relative energy (zero: lowest compared OMol25 entry of this formula, charge and spin)**: 5.443 eV
**Structure (SMILES)**: CC(C)(C)C.c1ccncc1

Atoms and positions in Å:
C  -2.145  -0.304  1.455
C  -2.053  0.078  -0.053
C  -1.312  -1.088  -0.822
C  -1.500  1.512  -0.427
C  -3.486  -0.135  -0.700
H  -2.917  -1.223  1.728
H  -1.189  -0.346  1.999
H  -2.526  0.715  1.981
H  -1.125  -1.060  -1.858
H  -0.381  -1.285  -0.288
H  -1.887  -2.110  -0.704
H  -1.080  1.633  -1.408
H  -0.704  1.581  0.354
H  -2.167  2.516  -0.329
H  -4.083  0.675  -0.293
H  -3.409  0.074  -1.838
H  -3.885  -1.151  -0.390
C  1.566  -1.257  0.395
C  0.831  -0.049  0.573
C  1.488  1.188  0.450
N  2.665  1.224  -0.133
C  3.319  0.129  -0.506
C  2.774  -1.201  -0.198
H  1.165  -2.123  0.782
H  -0.307  -0.195  0.697
H  1.156  2.245  0.826
H  4.336  0.214  -0.906
H  3.455  -1.970  -0.412

(7)
The following is a DFT calculation (wB97M-V/def2-TZVPD) of 2 unconnected molecules or ions with the total composition C2H4ClN in a non-equilibrium geometry.

Computed properties:
**Multiplicity**: 1
**Relative energy (zero: lowest compared OMol25 entry of this formula, charge and spin)**: 5.549 eV

Atoms and positions in Å:
C  -0.397  -0.255  -0.670
C  0.669  0.010  0.216
N  -0.097  1.085  -0.165
Cl  2.421  -0.074  -0.169
H  -0.345  -0.519  -1.719
H  -1.235  -0.798  -0.187
H  -0.227  -0.649  2.168
H  -0.790  1.201  0.524

(8)
The following is a DFT calculation (wB97M-V/def2-TZVPD) of C19H26N6O2 in the gas phase.

Computed properties:
**Multiplicity**: 1
**Relative energy (zero: lowest compared OMol25 entry of this formula, charge and spin)**: 0.013 eV
**Structure (SMILES)**: CCOC(=O)[C@@H]1CCCN(Cc2nc(N)nc(Nc3ccc(C)cc3)n2)C1

Atoms and positions in Å:
C  -3.721  -4.331  -1.586
C  -2.669  -3.684  -0.697
O  -2.911  -2.286  -0.536
C  -3.800  -1.924  0.395
O  -4.380  -2.704  1.106
C  -3.970  -0.421  0.444
C  -4.454  0.123  -0.903
C  -4.551  1.642  -0.819
C  -3.208  2.230  -0.394
N  -2.838  1.681  0.897
C  -1.733  2.373  1.538
C  -0.428  2.184  0.812
N  -0.192  2.959  -0.238
C  0.947  2.700  -0.886
N  1.214  3.432  -1.982
N  1.827  1.758  -0.548
C  1.494  1.042  0.520
N  2.286  0.052  0.986
C  3.522  -0.415  0.552
C  4.188  0.101  -0.555
C  5.417  -0.414  -0.923
C  6.014  -1.446  -0.213
C  7.341  -2.012  -0.621
C  5.340  -1.958  0.891
C  4.114  -1.454  1.271
N  0.368  1.217  1.231
C  -2.639  0.249  0.811
H  -3.475  -5.377  -1.742
H  -4.697  -4.264  -1.112
H  -3.761  -3.827  -2.550
H  -2.666  -4.158  0.290
H  -1.676  -3.751  -1.147
H  -4.706  -0.192  1.219
H  -5.426  -0.309  -1.154
H  -3.740  -0.162  -1.679
H  -5.305  1.917  -0.080
H  -4.844  2.056  -1.785
H  -3.289  3.314  -0.294
H  -2.450  2.017  -1.166
H  -1.630  1.981  2.552
H  -1.975  3.437  1.572
H  0.620  4.214  -2.189
H  2.109  3.337  -2.424
H  1.900  -0.400  1.806
H  3.733  0.902  -1.111
H  5.921  -0.001  -1.785
H  8.006  -2.086  0.237
H  7.813  -1.390  -1.377
H  7.213  -3.014  -1.031
H  5.785  -2.762  1.460
H  3.606  -1.863  2.133
H  -2.296  -0.111  1.783
H  -1.883  -0.028  0.056

(9)
The following is a DFT calculation (wB97M-V/def2-TZVPD) of a molecular structure, C13H12N5ReS2Se.

Computed properties:
**Multiplicity**: 2
**Relative energy (zero: lowest compared OMol25 entry of this formula, charge and spin)**: 0.000 eV
**Total charge**: +1

Atoms and positions in Å:
Re  0.016  -0.373  -0.489
S  -0.199  -1.540  -2.357
C  1.575  -1.541  -2.530
S  2.177  -0.650  -1.139
C  2.270  -2.128  -3.506
C  3.712  -2.067  -3.512
N  4.860  -2.022  -3.514
C  1.598  -2.837  -4.566
N  1.046  -3.410  -5.395
C  -2.617  0.422  -0.449
C  -1.854  1.758  -0.346
C  -2.638  2.862  -1.044
C  -0.435  1.588  -0.930
H  -3.548  0.451  0.119
H  -2.099  -0.463  0.021
H  -2.851  0.175  -1.483
H  -1.770  2.011  0.713
H  -2.756  2.630  -2.105
H  -2.120  3.818  -0.961
H  -3.632  2.974  -0.605
H  0.301  2.293  -0.535
H  -0.443  1.713  -2.016
Se  0.022  -3.455  2.045
N  0.528  -2.757  3.571
C  0.708  -1.456  3.397
C  1.117  -0.449  4.330
C  1.207  0.825  3.862
C  0.918  1.158  2.499
N  0.547  0.266  1.621
C  0.440  -1.009  2.081
N  0.053  -1.891  1.189
H  1.341  -0.704  5.357
H  1.511  1.628  4.520
H  1.015  2.181  2.157

(10)
The following is a DFT calculation (wB97M-V/def2-TZVPD) of 2 unconnected molecules or ions with the total composition C17H22N2O4S2 in a non-equilibrium geometry.

Computed properties:
**Multiplicity**: 1
**Relative energy (zero: lowest compared OMol25 entry of this formula, charge and spin)**: 3.701 eV
**Structure (SMILES)**: C=C(S(=O)(=O)c1ccccc1)S(=O)(=O)c1ccccc1.CNN(C)C

Atoms and positions in Å:
C  0.404  2.093  -0.353
C  0.982  1.603  -1.468
S  0.025  1.246  -2.943
O  -0.613  2.448  -3.411
O  0.895  0.467  -3.797
C  -1.258  0.088  -2.413
C  -1.017  -1.280  -2.546
C  -1.919  -2.188  -1.991
C  -3.112  -1.721  -1.426
C  -3.383  -0.348  -1.375
C  -2.452  0.564  -1.872
S  2.730  1.154  -1.525
O  3.244  1.358  -0.193
O  3.317  1.809  -2.669
C  2.768  -0.625  -1.866
C  3.347  -1.101  -3.039
C  3.340  -2.473  -3.301
C  2.758  -3.360  -2.387
C  2.195  -2.870  -1.200
C  2.245  -1.502  -0.918
H  -0.647  2.371  -0.363
H  1.006  2.310  0.525
H  -0.124  -1.623  -3.066
H  -1.679  -3.252  -2.000
H  -3.834  -2.432  -1.018
H  -4.311  0.024  -0.940
H  -2.634  1.637  -1.854
H  3.793  -0.404  -3.744
H  3.786  -2.847  -4.225
H  2.742  -4.435  -2.593
H  1.720  -3.550  -0.489
H  1.865  -1.106  0.022
C  -2.788  1.395  5.044
N  -1.966  1.651  3.870
N  -0.699  0.997  4.022
C  -0.405  0.204  2.843
C  0.316  1.953  4.410
H  -3.713  1.968  4.976
H  -3.049  0.330  5.095
H  -2.217  1.691  5.926
H  -2.414  1.224  3.056
H  0.523  -0.352  3.013
H  -1.226  -0.519  2.715
H  -0.297  0.797  1.915
H  1.254  1.422  4.619
H  0.520  2.701  3.620
H  -0.015  2.482  5.312

(11)
The following is a DFT calculation (wB97M-V/def2-TZVPD) of 5 unconnected molecules or ions with the total composition H10O5 in a non-equilibrium geometry.

Computed properties:
**Multiplicity**: 1
**Relative energy (zero: lowest compared OMol25 entry of this formula, charge and spin)**: 1.047 eV
**Structure (SMILES)**: O.O.O.O.O

Atoms and positions in Å:
O  -0.939  22.747  -30.972
H  -1.844  22.438  -31.010
H  -0.932  23.527  -30.422
O  -3.081  20.943  -30.948
H  -3.675  20.942  -31.709
H  -2.341  20.364  -31.165
O  0.382  24.596  -28.737
H  -0.012  25.470  -28.601
H  1.245  24.633  -29.146
O  1.511  21.779  -31.486
H  0.687  22.196  -31.435
H  1.594  21.444  -32.376
O  -0.104  21.340  -28.763
H  -0.246  21.701  -29.659
H  -0.586  21.940  -28.251

(12)
The following is a DFT calculation (wB97M-V/def2-TZVPD) of a molecular structure, C27H57Cl3N3O7P2S in a non-equilibrium geometry.

Computed properties:
**Multiplicity**: 1
**Total charge**: +1
**E**: -4214.1937 Eh

Atoms and positions in Å:
C  -0.215  -2.379  -1.896
C  0.034  -1.393  -0.889
C  0.225  -0.421  0.471
C  0.626  -1.526  1.586
C  -0.331  -1.764  2.862
C  -1.266  -3.148  2.748
Cl  -0.720  -4.456  3.996
C  -1.349  0.150  0.530
C  -2.528  -0.910  0.076
C  -3.992  -0.568  0.811
O  -3.947  -0.844  2.286
C  -5.043  -1.717  0.210
N  -6.421  -1.171  -0.089
C  -1.204  1.611  -0.267
Cl  -1.858  2.692  1.163
C  -2.350  2.087  -1.316
C  -2.905  3.651  -1.096
C  -1.991  5.005  -1.324
C  -2.571  6.561  -1.124
C  -4.128  6.864  -0.669
C  -5.069  5.523  -0.451
C  -4.490  3.967  -0.660
C  -5.632  2.798  -0.419
N  0.306  1.773  -0.606
N  0.404  3.113  -0.220
P  0.594  2.146  -2.378
S  0.145  0.724  -3.611
C  1.315  0.762  0.008
C  2.488  1.272  1.001
C  2.241  1.558  2.557
C  0.749  1.782  3.127
Cl  3.088  0.345  3.742
P  2.426  -0.275  -1.167
C  3.661  0.622  -2.223
C  4.503  1.875  -1.612
C  3.308  -1.735  -0.363
C  4.515  -2.443  -1.197
H  -0.360  -3.238  -2.679
H  0.702  -2.590  1.044
H  1.755  -1.305  1.906
H  -1.037  -0.908  3.198
H  0.381  -1.983  3.797
H  -2.385  -2.840  2.912
H  -1.208  -3.563  1.630
H  -1.747  0.395  1.629
H  -2.748  -0.929  -1.074
H  -2.314  -2.033  0.423
H  -4.352  0.528  0.635
H  -4.196  -0.001  2.781
H  -4.533  -2.202  -0.752
H  -5.086  -2.610  1.002
H  -6.610  -0.261  0.392
H  -6.606  -1.128  -1.116
H  -3.325  1.445  -1.051
H  -2.195  1.879  -2.447
H  -0.861  4.953  -1.612
H  -1.844  7.483  -1.300
H  -4.525  7.972  -0.504
H  -6.205  5.722  -0.145
H  -5.467  2.405  0.683
H  -6.724  3.254  -0.454
H  -5.482  1.908  -1.190
H  0.797  3.293  0.703
H  0.936  3.691  -0.901
H  -0.301  3.241  -2.792
H  1.923  2.738  -2.584
H  3.514  0.661  0.938
H  2.806  2.328  0.527
H  2.824  2.572  2.824
H  -0.064  1.001  2.850
H  0.418  2.894  2.846
H  0.814  1.788  4.319
H  3.112  1.030  -3.204
H  4.482  -0.120  -2.675
H  3.845  2.837  -1.432
H  5.011  1.491  -0.602
H  5.378  2.116  -2.356
H  2.494  -2.590  -0.185
H  3.736  -1.496  0.725
H  4.161  -2.791  -2.259
H  5.451  -1.725  -1.380
H  4.848  -3.404  -0.572
O  6.045  -0.607  2.442
H  5.226  -0.181  2.738
H  5.757  -1.479  2.133
O  7.338  0.657  -1.022
H  8.119  0.087  -0.952
H  6.971  0.663  -0.125
O  -2.112  -6.910  1.888
H  -1.404  -6.382  2.287
H  -1.956  -6.830  0.935
O  2.344  -2.161  -3.736
H  1.679  -1.456  -3.740
H  3.105  -1.768  -4.187
O  3.913  -4.142  -5.649
H  3.573  -4.873  -6.188
H  3.242  -4.030  -4.958
O  -0.885  -8.400  3.935
H  -1.273  -8.207  4.801
H  -1.514  -8.018  3.305

(13)
The following is a DFT calculation (wB97M-V/def2-TZVPD) of 2 unconnected molecules or ions with the total composition C4H14N2O2 in a non-equilibrium geometry.

Computed properties:
**Multiplicity**: 2
**Relative energy (zero: lowest compared OMol25 entry of this formula, charge and spin)**: 2.785 eV
**Total charge**: +1

Atoms and positions in Å:
C  0.477  1.647  1.424
O  0.659  2.998  1.782
C  1.860  1.028  1.609
N  1.832  -0.334  1.133
H  -0.184  1.156  2.155
H  0.053  1.502  0.429
H  -0.202  3.451  1.783
H  2.563  1.639  1.006
H  2.129  1.098  2.662
H  2.685  -0.854  1.366
H  1.619  -0.343  0.128
C  -2.657  -1.300  -1.489
N  -1.349  -0.719  -1.800
C  -0.295  -1.369  -1.070
O  0.971  -0.941  -1.571
H  -2.705  -2.291  -1.941
H  -3.462  -0.700  -1.908
H  -2.847  -1.409  -0.412
H  -1.348  0.268  -1.556
H  -0.310  -1.139  0.005
H  -0.395  -2.452  -1.198
H  0.904  -0.937  -2.535